125
Properties=species:S:1:pos:R:3:mulliken_spin:R:1 method="wB97M-V/def2-TZVPD" de_lowest_kcal_mol=28.42 charge=0 lumo_ev="-0.88 / -1.49" spin_multiplicity=3 fmax_ha_per_bohr=0.0418 orbital_gap_ev="7.139 / 6.784"
W 0.42 -0.48 0.41 1.5348
C -3.00 -3.01 4.20 -0.0004
C -3.75 -1.72 3.89 0.0003
C -3.56 -0.67 5.00 0.0000
C -3.69 -1.13 2.45 0.0005
C -4.89 -0.43 2.28 0.0006
C -5.38 -0.02 1.06 0.0000
C -4.73 -0.49 -0.06 0.0079
C -3.53 -1.16 0.04 -0.0307
C -3.03 -1.85 -1.23 -0.0035
C -3.73 -1.34 -2.48 0.0029
C -3.33 -3.36 -1.19 -0.0016
C -2.86 -1.28 1.30 0.0630
N -1.40 -1.59 1.15 0.0005
C -1.11 -2.93 1.13 0.0127
O -1.71 -3.84 1.66 0.0318
C -0.01 -3.28 0.18 0.1228
C 0.39 -4.58 -0.04 -0.0068
C 1.28 -4.84 -1.07 0.0377
C 1.77 -3.78 -1.82 -0.0200
C 1.37 -2.49 -1.50 0.1132
N 0.47 -2.25 -0.54 0.0198
C 1.85 -1.26 -2.21 -0.0055
O 2.58 -1.39 -3.17 0.0459
N 1.35 -0.11 -1.67 -0.0611
C 1.41 0.96 -2.69 0.0334
C 0.41 1.01 -3.70 -0.0031
C 0.57 1.82 -4.82 0.0001
C 1.65 2.67 -4.95 -0.0013
C 2.59 2.67 -3.96 0.0003
C 2.54 1.81 -2.86 -0.0095
C 3.83 1.88 -2.07 0.0053
C 3.72 1.63 -0.58 -0.0041
C 4.86 0.93 -2.71 -0.0001
C -0.86 0.19 -3.73 -0.0356
C -0.72 -0.95 -4.76 -0.0014
C -2.04 1.11 -4.08 0.0014
H -3.20 -3.30 5.23 -0.0001
H -3.32 -3.81 3.54 0.0001
H -1.94 -2.88 4.08 -0.0002
H -4.80 -2.01 3.95 -0.0002
H -2.52 -0.49 5.20 0.0001
H -4.03 0.27 4.74 0.0000
H -4.02 -1.04 5.93 0.0000
H -5.50 -0.25 3.16 0.0001
H -6.30 0.54 0.99 0.0000
H -5.21 -0.36 -1.03 -0.0002
H -1.95 -1.69 -1.32 0.0760
H -4.76 -1.70 -2.51 -0.0003
H -3.74 -0.26 -2.53 0.0013
H -3.22 -1.73 -3.36 -0.0006
H -4.41 -3.51 -1.30 0.0003
H -2.83 -3.86 -2.03 0.0003
H -3.03 -3.85 -0.27 -0.0016
H -0.03 -5.35 0.58 0.0006
H 1.59 -5.85 -1.28 0.0006
H 2.47 -3.90 -2.64 0.0002
H -0.16 1.78 -5.61 0.0001
H 1.74 3.32 -5.81 0.0000
H 3.45 3.33 -4.04 -0.0002
H 4.21 2.90 -2.21 -0.0001
H 4.12 0.64 -0.37 0.0010
H 4.32 2.35 -0.02 -0.0020
H 2.70 1.68 -0.23 0.0264
H 4.44 -0.07 -2.78 -0.0006
H 5.11 1.26 -3.72 0.0001
H 5.78 0.90 -2.12 -0.0001
H -1.02 -0.25 -2.75 0.0538
H -0.69 -0.54 -5.77 0.0001
H 0.20 -1.51 -4.60 -0.0005
H -1.56 -1.64 -4.69 0.0001
H -1.74 1.92 -4.75 0.0000
H -2.83 0.56 -4.59 0.0001
H -2.44 1.57 -3.18 -0.0009
F 1.48 2.00 4.66 -0.0001
C 0.16 1.91 4.51 0.0006
F -0.39 1.60 5.68 0.0001
F -0.32 3.08 4.10 0.0000
S -0.25 0.59 3.27 0.0323
O 0.85 0.65 2.29 0.1642
O -1.53 0.95 2.78 0.0017
N -0.07 -0.72 4.10 -0.0037
S 1.20 -1.58 3.71 0.0044
O 1.14 -2.05 2.32 0.0329
O 2.44 -1.02 4.15 0.0007
C 1.04 -3.12 4.75 0.0002
F 0.40 -4.08 4.10 -0.0001
F 2.28 -3.52 5.00 0.0000
F 0.43 -2.85 5.89 0.0001
C 5.68 -2.65 0.29 0.0000
C 4.73 -1.64 0.84 0.0034
C 4.91 -0.57 1.68 0.0010
C 3.68 0.11 1.73 0.0177
N 2.77 -0.52 0.97 0.0935
N 3.45 -1.58 0.45 0.0197
C 3.47 1.40 2.44 0.0009
H 6.10 -3.26 1.09 0.0002
H 6.50 -2.14 -0.21 0.0000
H 5.18 -3.30 -0.43 0.0003
H 5.81 -0.27 2.19 0.0005
H 3.01 -2.22 -0.17 0.0212
H 4.40 1.97 2.41 0.0008
H 3.22 1.21 3.48 0.0001
H 2.68 1.99 1.99 -0.0070
C -2.80 3.69 -0.02 0.0006
C -1.53 3.35 -0.79 -0.0005
C -1.57 3.98 -2.17 0.0017
O -1.52 1.92 -0.95 -0.0220
B -0.58 1.36 -0.14 -0.3257
O 0.16 2.34 0.52 -0.0258
C -0.21 3.65 0.02 -0.0201
C -0.38 4.59 1.20 0.0013
C 0.95 4.15 -0.84 0.0046
H -3.66 3.39 -0.61 -0.0003
H -2.86 4.77 0.17 -0.0002
H -2.83 3.15 0.93 0.0002
H -2.52 3.75 -2.64 0.0000
H -0.77 3.58 -2.80 -0.0005
H -1.47 5.07 -2.10 -0.0001
H -1.12 4.22 1.91 0.0001
H -0.67 5.58 0.86 -0.0003
H 0.58 4.67 1.73 0.0003
H 1.13 3.47 -1.67 -0.0013
H 1.85 4.18 -0.22 -0.0016
H 0.76 5.15 -1.23 0.0005